# 1
A cluster of 5 separate species, C26H54FNO12S5 in total in a non-equilibrium geometry. Source: the Open Molecules 2025 dataset; level of theory: ωB97M-V/def2-TZVPD.

Atoms and positions in Å:
C -3.632 0.060 0.460
O -3.482 -1.155 -0.278
C -3.305 -0.845 -1.671
C -2.189 -1.741 -2.329
C -0.903 -0.914 -2.706
C 0.294 -1.191 -1.729
C 0.093 -0.397 -0.391
N 0.404 -1.223 0.826
C -0.833 -2.012 1.081
C -0.704 -3.089 2.195
C 0.371 -4.208 1.912
O 1.097 -4.037 0.706
C 0.578 -4.906 -0.309
S 0.694 -0.056 2.041
O -0.324 1.021 1.991
O 2.024 0.542 1.760
F 0.810 -0.728 3.518
H -4.053 -0.159 1.462
H -2.659 0.582 0.623
H -4.298 0.777 -0.072
H -4.282 -0.975 -2.189
H -2.964 0.211 -1.754
H -2.628 -2.081 -3.288
H -1.983 -2.661 -1.743
H -1.138 0.167 -2.778
H -0.590 -1.244 -3.741
H 1.189 -0.732 -2.233
H 0.494 -2.273 -1.602
H 0.720 0.515 -0.441
H -0.958 -0.024 -0.354
H -1.169 -2.527 0.160
H -1.631 -1.281 1.359
H -1.693 -3.603 2.243
H -0.524 -2.688 3.211
H 1.027 -4.285 2.808
H -0.156 -5.193 1.858
H 0.764 -5.953 0.021
H -0.519 -4.706 -0.397
H 1.086 -4.664 -1.260
C -1.410 -2.145 -8.594
C -1.727 -3.429 -7.824
C -1.425 -3.164 -6.346
S -1.656 -1.404 -6.093
O -0.380 -0.817 -5.766
O -2.835 -1.189 -5.287
C -2.044 -1.014 -7.792
H -1.796 -2.178 -9.613
H -0.327 -2.003 -8.648
H -2.786 -3.672 -7.945
H -1.152 -4.277 -8.197
H -2.101 -3.712 -5.692
H -0.391 -3.404 -6.098
H -1.647 -0.032 -8.044
H -3.130 -1.019 -7.895
C -3.643 3.762 4.131
C -2.196 3.864 3.640
C -2.229 3.848 2.109
S -3.815 4.537 1.635
O -4.592 3.503 0.992
O -3.612 5.832 1.030
C -4.437 4.760 3.295
H -3.726 3.978 5.196
H -4.020 2.749 3.962
H -1.759 4.803 3.989
H -1.579 3.052 4.027
H -1.434 4.454 1.680
H -2.173 2.833 1.718
H -5.511 4.582 3.313
H -4.221 5.786 3.595
C 5.563 1.489 -1.413
C 5.786 2.503 -2.540
C 5.236 1.885 -3.830
S 3.932 0.763 -3.329
O 4.335 -0.585 -3.653
O 2.655 1.300 -3.737
C 4.126 1.005 -1.570
H 5.730 1.931 -0.431
H 6.254 0.650 -1.529
H 5.244 3.424 -2.313
H 6.840 2.762 -2.647
H 4.823 2.639 -4.497
H 5.996 1.304 -4.352
H 3.925 0.073 -1.044
H 3.416 1.772 -1.259
C 3.125 0.099 7.334
C 2.980 0.677 5.922
C 1.618 1.372 5.849
S 1.236 1.904 7.516
O 0.081 1.172 7.981
O 1.307 3.345 7.588
C 2.693 1.211 8.283
H 4.145 -0.225 7.536
H 2.466 -0.766 7.448
H 3.775 1.405 5.743
H 3.068 -0.096 5.158
H 1.642 2.239 5.191
H 0.836 0.686 5.529
H 2.450 0.856 9.282
H 3.446 1.998 8.336

Forces on atoms 1 to 6 (eV/Å):
C -0.2824 0.3542 0.2717
O 0.0781 0.8878 -0.0734
C 0.6666 -0.5977 -0.0629
C -0.7585 0.8736 -0.6550
C 0.3688 -1.7941 -0.0793
C 0.2818 1.3376 -0.6542

Values from the calculation:
Kohn-Sham gap = 9.689 eV
HOMO = -9.371 eV
Charge = 0
SMILES = COCCCCCN(CCCOC)S(=O)(=O)F.O=S1(=O)CCCC1.O=S1(=O)CCCC1.O=S1(=O)CCCC1.O=S1(=O)CCCC1



# 2
A cluster of 15 separate species, C22H74N14O15 in total in a non-equilibrium geometry. Source: the Open Molecules 2025 dataset; level of theory: ωB97M-V/def2-TZVPD.

Atoms and positions in Å:
C 1.977 -4.266 -4.131
C 1.645 -2.887 -3.481
O 2.346 -2.726 -2.309
H 1.414 -4.405 -5.036
H 1.794 -4.951 -3.389
H 2.972 -4.529 -4.532
H 0.578 -2.851 -3.436
H 1.930 -2.131 -4.226
H 2.521 -1.789 -2.269
C 3.895 -1.168 0.551
C 5.181 -1.277 -0.272
O 6.255 -1.302 0.679
H 3.483 -2.077 1.061
H 3.061 -0.721 -0.012
H 4.015 -0.593 1.419
H 5.305 -0.357 -0.902
H 4.961 -2.189 -0.879
H 6.623 -2.147 0.553
C -4.066 -2.807 -1.792
C -5.026 -3.369 -0.694
O -4.373 -3.422 0.578
H -3.649 -1.906 -1.355
H -4.565 -2.387 -2.673
H -3.194 -3.437 -1.979
H -5.277 -4.433 -0.933
H -5.856 -2.717 -0.493
H -4.545 -2.584 1.082
C 4.542 -0.678 -3.943
C 3.403 0.285 -3.826
O 2.523 -0.004 -2.686
H 5.162 -0.468 -4.811
H 4.223 -1.756 -3.991
H 5.144 -0.677 -3.065
H 2.804 0.027 -4.676
H 3.633 1.369 -4.002
H 1.628 0.267 -2.810
C 1.258 -1.570 4.625
C 1.531 -1.768 3.157
O 0.359 -1.583 2.468
H 1.150 -0.510 4.818
H 2.197 -1.797 5.170
H 0.394 -2.152 4.964
H 2.039 -2.635 2.842
H 2.130 -0.853 2.925
H 0.243 -0.669 2.367
C 0.733 4.698 0.854
C -0.746 5.171 1.050
O -0.952 5.004 2.387
H 1.469 4.992 1.660
H 1.073 4.878 -0.165
H 0.613 3.632 0.964
H -1.394 4.612 0.445
H -0.700 6.201 0.744
H -1.034 4.120 2.700
C -2.350 -2.829 3.586
C -2.522 -1.358 3.621
O -2.841 -0.878 2.345
H -2.279 -3.142 4.639
H -1.458 -3.133 3.003
H -3.255 -3.333 3.253
H -1.631 -0.823 3.940
H -3.392 -1.229 4.334
H -3.783 -0.693 2.333
C -0.690 0.464 -0.108
O -0.835 1.815 0.069
N -1.621 -0.372 -0.374
N 0.421 -0.122 -0.368
H -2.628 -0.125 -0.282
H -1.503 -1.405 -0.169
H 1.364 0.309 -0.355
H 0.545 -1.103 -0.580
C -3.515 2.151 2.934
O -4.291 1.351 3.730
N -3.674 3.407 2.772
N -2.483 1.726 2.255
H -4.639 3.673 2.874
H -3.118 3.940 2.100
H -2.244 0.795 2.574
H -1.666 2.266 1.923
C -0.425 0.226 -3.709
O -0.102 0.157 -5.010
N -1.064 -0.672 -3.078
N -0.049 1.250 -3.009
H -1.272 -1.590 -3.539
H -1.350 -0.534 -2.150
H 0.150 2.228 -3.355
H 0.041 1.098 -1.966
C 1.487 1.942 3.319
O 0.135 2.062 2.919
N 1.870 1.981 4.524
N 2.368 1.877 2.424
H 1.121 1.964 5.246
H 2.818 1.767 4.752
H 1.984 2.083 1.458
H 3.392 1.699 2.626
C -4.891 0.396 -0.197
O -5.544 -0.371 0.780
N -5.404 0.450 -1.406
N -3.847 1.145 -0.035
H -6.402 0.183 -1.622
H -4.699 0.290 -2.201
H -3.423 1.448 0.950
H -3.471 1.738 -0.849
C 3.583 2.570 -0.404
O 2.303 2.087 -0.211
N 4.043 3.619 0.184
N 4.373 1.975 -1.302
H 3.593 3.963 1.060
H 5.062 4.014 -0.006
H 4.017 1.201 -1.769
H 5.355 2.250 -1.516
C -0.538 -3.348 -0.468
O -0.748 -4.200 -1.569
N 0.668 -2.877 -0.220
N -1.370 -2.911 0.469
H 1.235 -3.068 -1.132
H 1.025 -2.478 0.690
H -2.330 -3.206 0.305
H -1.004 -2.478 1.300
C -1.954 3.688 -2.201
O -2.405 2.312 -2.211
H -1.842 4.113 -3.204
H -1.009 3.826 -1.685
H -2.584 4.258 -1.637
H -1.637 1.807 -2.686

Forces on atoms 1 to 6 (eV/Å):
C 0.8327 1.6746 -1.0307
C 1.1341 -1.3497 -3.9863
O 0.4474 -0.5211 0.9186
H -1.0567 -0.1906 -0.0466
H -0.8924 -2.0895 1.3979
H 0.2865 1.0306 0.6895

Values from the calculation:
Kohn-Sham gap = 8.195 eV
HOMO = -8.649 eV
Charge = 0



# 3
The ion C3H10N3 with charge +1 in a non-equilibrium geometry. Source: the Open Molecules 2025 dataset; level of theory: ωB97M-V/def2-TZVPD.

Atoms and positions in Å:
C -0.046 -0.851 -0.919
C 0.960 -0.953 0.272
C -0.997 -0.031 -0.268
N 1.835 0.296 0.398
N -1.928 -0.482 0.640
N -0.814 1.298 -0.387
H 0.606 -0.447 -1.759
H -0.523 -1.755 -1.094
H 0.586 -1.189 1.173
H 2.461 0.619 -0.454
H 2.567 0.112 1.094
H -2.429 0.068 1.231
H -1.781 -1.516 0.718
H -1.285 2.077 0.077
H -0.298 1.633 -1.288
H 1.085 1.121 0.565

Forces on atoms 1 to 6 (eV/Å):
C 2.8016 0.2115 0.3126
C 1.9324 0.7499 -4.1529
C -1.3374 2.8306 2.1846
N -1.2737 1.5164 -1.7286
N 3.6795 -3.8940 -4.2300
N 1.7603 2.2782 -2.4960

Values from the calculation:
Kohn-Sham gap = 7.781 eV
HOMO = -11.097 eV
Charge = +1



# 4
A structure of composition C3H5NO in a non-equilibrium geometry. Source: the Open Molecules 2025 dataset; level of theory: ωB97M-V/def2-TZVPD.

Atoms and positions in Å:
C -0.071 0.007 0.025
C -1.527 1.061 0.783
C 1.023 -0.763 -0.600
N -1.244 0.316 -0.407
O 0.046 0.573 1.251
H -1.513 2.140 0.707
H -2.232 0.646 1.490
H 0.835 -1.833 -0.523
H 1.953 -0.530 -0.088
H 1.092 -0.508 -1.654

Forces on atoms 1 to 6 (eV/Å):
C -0.9962 0.7111 0.3933
C 2.8985 -1.1526 0.3988
C 0.0495 -0.0793 0.0329
N -0.0417 -0.1896 -0.4760
O -1.9887 0.6819 -0.4494
H 0.0286 0.1111 0.0171

Values from the calculation:
Kohn-Sham gap = 10.865 eV
HOMO = -9.797 eV
Charge = 0



# 5
The molecule C2H2Cl2N2 in a non-equilibrium geometry. Source: the Open Molecules 2025 dataset; level of theory: ωB97M-V/def2-TZVPD.

Atoms and positions in Å:
C 0.608 0.164 -0.494
C -0.808 0.135 0.614
N 0.927 -1.048 -1.167
N 1.696 -0.708 -0.270
Cl 0.802 1.703 -1.287
Cl -1.063 -1.521 1.102
H -1.642 0.522 0.044
H -0.521 0.752 1.457

Forces on atoms 1 to 6 (eV/Å):
C -3.7626 0.2670 2.2431
C 3.4089 0.1832 -2.3083
N 0.0549 -0.1625 -0.3568
N 0.5924 -0.1428 0.2235
Cl 0.0989 -0.1004 0.0657
Cl -0.1469 -0.0877 0.0901

Values from the calculation:
Kohn-Sham gap = 10.605 eV
HOMO = -10.555 eV
Charge = 0
SMILES = ClCC1(Cl)N=N1



# 6
A structure of composition C29H28BN9PdS in a non-equilibrium geometry. Source: the Open Molecules 2025 dataset; level of theory: ωB97M-V/def2-TZVPD.

Atoms and positions in Å:
Pd 0.881 0.704 0.471
C -0.070 3.921 1.685
C -1.070 3.049 1.001
C -2.396 3.348 0.684
C -2.851 2.272 -0.051
N -1.858 1.376 -0.166
N -0.776 1.854 0.486
B -1.840 0.093 -1.071
N -1.497 -1.135 -0.185
C -2.152 -2.295 -0.015
C -1.473 -3.045 0.921
C -0.375 -2.267 1.302
C 0.703 -2.599 2.278
N -0.411 -1.128 0.615
N -0.685 0.284 -2.096
C -0.614 0.117 -3.428
C 0.591 0.612 -3.877
C 1.244 1.074 -2.729
C 2.571 1.742 -2.599
N 0.467 0.857 -1.672
N -3.223 -0.083 -1.665
C -3.752 -0.123 -2.918
C -5.093 -0.361 -2.804
C -5.332 -0.454 -1.412
C -6.628 -0.677 -0.709
N -4.206 -0.283 -0.746
H -0.520 4.890 1.885
H 0.799 4.073 1.041
H 0.279 3.501 2.627
H -2.943 4.233 0.959
H -3.815 2.098 -0.493
H -3.057 -2.520 -0.550
H -1.726 -4.024 1.290
H 0.493 -3.561 2.738
H 0.771 -1.843 3.061
H 1.672 -2.659 1.779
H -1.395 -0.365 -3.987
H 0.956 0.634 -4.889
H 3.092 1.735 -3.553
H 3.197 1.245 -1.856
H 2.437 2.779 -2.288
H -3.179 0.050 -3.810
H -5.811 -0.449 -3.602
H -7.425 -0.840 -1.431
H -6.881 0.189 -0.097
H -6.566 -1.540 -0.046
S 4.831 -0.962 1.669
C 4.590 -1.523 0.041
C 5.442 -2.294 -0.733
C 5.016 -2.671 -1.992
C 3.755 -2.287 -2.459
C 2.907 -1.520 -1.690
C 3.327 -1.113 -0.418
N 2.626 -0.358 0.484
C 3.258 -0.241 1.654
C 2.556 0.329 2.749
C 3.012 0.366 4.075
C 2.160 0.780 5.075
C 0.854 1.158 4.780
C 0.395 1.135 3.463
C 1.244 0.758 2.451
H 6.410 -2.595 -0.355
H 5.655 -3.285 -2.611
H 3.435 -2.605 -3.443
H 1.923 -1.247 -2.042
H 4.019 0.032 4.294
H 2.495 0.787 6.104
H 0.186 1.469 5.571
H -0.632 1.411 3.255

Forces on atoms 1 to 6 (eV/Å):
Pd -0.8784 -0.3441 -0.1784
C 0.0043 -0.1056 -0.0207
C -0.0790 0.1543 -0.0797
C 0.0328 -0.0639 0.0466
C 0.0270 0.1379 0.0200
N -0.2531 0.0736 -0.1271

Values from the calculation:
Kohn-Sham gap (spin up / spin down) = 8.011 / 6.587 eV
HOMO (spin up / spin down) = -11.471 / -11.463 eV
Expectation value of S² = 0.754
Charge = +1
Multiplicity = 2



# 7
A structure of composition C41H63GeN5OP3RuTe in a non-equilibrium geometry. Source: the Open Molecules 2025 dataset; level of theory: ωB97M-V/def2-TZVPD.

Atoms and positions in Å:
Ru 9.803 11.782 15.545
C 13.230 13.496 15.083
C 13.034 12.766 16.399
C 14.356 12.613 17.197
P 11.956 11.258 15.959
C 12.808 10.317 14.615
N 12.393 10.968 13.384
Ge 10.641 11.869 13.425
N 10.594 13.862 13.153
C 10.007 14.745 14.156
P 8.330 14.358 14.791
C 7.321 13.341 13.640
C 5.891 12.967 14.125
C 7.171 13.895 12.198
C 7.490 16.015 14.850
C 6.142 15.820 15.575
C 7.453 16.894 13.561
C 11.418 14.448 12.200
C 11.816 15.801 12.228
C 12.398 16.363 11.102
C 12.870 15.525 10.071
C 12.678 14.169 10.156
C 11.928 13.632 11.190
N 11.491 12.219 11.240
C 12.577 11.259 11.036
C 13.181 10.951 9.847
C 14.312 10.150 9.829
C 14.815 9.597 11.020
C 14.146 9.775 12.202
C 13.038 10.638 12.226
C 10.325 11.922 10.396
C 10.201 12.299 9.058
C 9.194 11.748 8.272
C 8.260 10.908 8.839
C 8.330 10.513 10.170
C 9.355 11.035 10.989
N 9.510 10.732 12.332
C 8.476 9.951 13.038
P 8.980 9.295 14.791
C 7.117 8.489 15.153
C 7.681 8.298 16.459
C 6.545 7.411 14.261
C 9.958 7.752 14.291
C 9.984 6.677 15.431
C 9.701 7.058 12.882
C 13.398 8.983 17.824
C 14.628 8.549 17.018
C 12.545 7.923 18.050
H 13.606 14.509 15.288
H 12.328 13.566 14.482
H 13.968 12.955 14.476
H 12.321 13.319 17.019
H 15.188 12.266 16.566
H 14.268 11.861 17.973
H 14.603 13.589 17.631
H 12.522 9.275 14.660
H 13.908 10.287 14.715
H 9.939 15.780 13.770
H 10.619 14.764 15.050
H 7.911 12.407 13.514
H 5.142 13.744 13.940
H 5.905 12.740 15.196
H 5.558 12.097 13.553
H 6.479 14.727 12.188
H 6.815 13.074 11.587
H 8.106 14.257 11.805
H 8.134 16.569 15.556
H 5.362 16.387 15.050
H 6.314 16.237 16.682
H 5.808 14.782 15.705
H 6.451 17.336 13.528
H 7.635 16.336 12.615
H 8.180 17.704 13.631
H 11.589 16.371 13.118
H 12.481 17.435 11.033
H 13.375 15.962 9.220
H 13.108 13.457 9.461
H 12.732 11.323 8.933
H 14.804 9.944 8.882
H 15.739 9.022 11.011
H 14.381 9.285 13.145
H 10.927 13.015 8.663
H 9.120 12.002 7.220
H 7.420 10.546 8.238
H 7.581 9.883 10.649
H 8.227 9.048 12.467
H 7.507 10.525 13.097
H 6.535 9.442 15.029
H 8.131 7.368 16.754
H 7.335 8.968 17.258
H 7.304 11.330 17.045
H 7.123 6.503 14.306
H 6.543 7.735 13.212
H 5.486 7.237 14.484
H 10.964 8.192 14.191
H 9.164 5.966 15.351
H 10.012 7.079 16.460
H 10.919 6.119 15.259
H 8.674 6.715 12.726
H 10.353 6.188 12.872
H 10.000 7.712 12.065
H 13.383 9.881 18.505
H 14.492 7.519 16.600
H 15.554 8.704 17.598
H 14.843 9.106 16.083
H 11.590 8.191 18.560
H 6.491 15.755 17.812
H 12.408 6.930 17.646
O 7.677 12.072 16.508
Te 8.647 14.108 17.253
C 10.057 12.257 21.782
C 9.936 12.302 20.039
N 10.071 12.436 18.973
H 9.039 12.322 22.181
H 10.697 13.084 22.178
H 10.591 11.319 21.938

Forces on atoms 1 to 6 (eV/Å):
Ru -0.8890 -1.2483 2.5413
C 0.8952 0.5817 0.1495
C -0.3698 -0.7279 -0.4592
C -0.5287 -0.2558 -0.7474
P -0.6830 0.2247 1.2477
C 0.2233 1.3250 -0.2024

Values from the calculation:
Kohn-Sham gap (spin up / spin down) = 4.530 / 4.552 eV
HOMO (spin up / spin down) = -2.337 / -2.428 eV
Expectation value of S² = 6.041
Charge = -1
Multiplicity = 5